The following is a quantum chemistry calculation of the molecule C7H10, from OMol25.

The geometry in XYZ format:
```
17
Properties=species:S:1:pos:R:3:forces:R:3
C -1.4619 1.1968 0.5603 -0.2 0.0 -0.1
C -0.0196 1.4648 0.8506 0.1 0.2 0.1
C 0.8366 1.0126 -0.3351 0.1 0.1 -0.1
C 0.3037 -0.4175 -0.1227 -0.1 0.0 -0.1
C 0.9524 -1.7744 -0.1814 0.1 0.0 0.2
C -0.0174 -1.3519 -1.2494 -0.2 0.0 -0.2
C -0.5828 0.0680 1.0208 0.0 -0.3 0.1
H -1.8206 1.2055 -0.4702 0.1 0.0 0.2
H -2.1623 1.6146 1.2790 0.1 -0.2 0.0
H 0.2816 2.1463 1.6395 0.0 -0.1 -0.2
H 1.9068 1.1946 -0.2250 0.0 -0.3 0.1
H 0.5005 1.4415 -1.2887 0.2 0.0 0.1
H 2.0005 -1.9077 -0.4381 -0.2 0.2 0.0
H 0.5779 -2.5103 0.5311 0.1 0.3 -0.1
H 0.4254 -1.0819 -2.2073 -0.2 0.0 0.1
H -0.9915 -1.8247 -1.3131 0.1 0.0 0.1
H -0.7404 -0.4662 1.9549 -0.1 0.1 -0.2
```
Positions in Å, forces in eV/Å.

**Frontier orbital gap**: 10.4 eV
**Energy relative to the best compared isomer or geometry (same formula, charge and spin)**: 57.54 kcal per mole
**HOMO**: -9.224 eV
**Charge**: 0
**SMILES**: C1[C@@H]2CC3(CC3)[C@H]12

natural (NBO) population analysis, charges in e, atoms 1 to 8:
1 C -0.419
2 C -0.218
3 C -0.389
4 C -0.050
5 C -0.406
6 C -0.424
7 C -0.220
8 H 0.207